# 1
A single C6H9ClN2O2 molecule in a non-equilibrium geometry, computed with wB97M-V/def2-TZVPD.

The calculation puts the gap between HOMO and LUMO (alpha / beta) at 8.7 / 8.7 eV. As for the spin multiplicity: 1. The value obtained for the energy above the lowest of the compared OMol25 structures with the same formula, charge and spin is 308.3 kJ/mol. The value obtained for the LUMO energy (alpha / beta) is -0.5 / -0.5 eV.

Bonds (Å) are listed after each position.
Element x y z (Å)
1 C 1.229 1.348 -1.549  C3 1.556, N7 1.242, H12 1.010
2 C 3.171 -1.333 -0.049  C4 1.482, O9 1.338, O10 1.209
3 C 0.578 0.864 -0.221  C1 1.556, C6 1.532, N8 1.453, H13 1.151
4 C 2.909 0.123 0.044  C2 1.482, N8 1.492, Cl11 1.702
5 C -1.361 -0.694 0.432  C6 1.526, H14 1.073, H15 1.008, H16 1.113
6 C -0.338 -0.295 -0.628  C3 1.532, C5 1.526, H17 1.126, H18 1.152
7 N 2.386 1.035 -1.876  C1 1.242
8 N 1.662 0.604 0.710  C3 1.453, C4 1.492, H19 1.049
9 O 2.136 -2.051 0.404  C2 1.338, H20 0.933
10 O 4.228 -1.761 -0.451  C2 1.209
11 Cl 4.288 0.941 0.615  C4 1.702
12 H 0.450 1.815 -1.992  C1 1.010
13 H -0.140 1.663 0.191  C3 1.151
14 H -1.633 -1.702 0.186  C5 1.073
15 H -2.177 -0.115 0.552  C5 1.008
16 H -0.900 -0.588 1.439  C5 1.113
17 H -0.768 -0.039 -1.637  C6 1.126
18 H 0.404 -1.164 -0.775  C6 1.152
19 H 1.943 1.288 1.454  N8 1.049
20 H 1.598 -1.576 1.000  O9 0.933

# 2
A gas-phase ion, C6H9ClN4OP (charge +1) in a non-equilibrium geometry, computed with wB97M-V/def2-TZVPD.

The calculation puts the gap between HOMO and LUMO at 9.3 eV. As for the spin multiplicity: 1. The value obtained for the LUMO energy is -4.0 eV. As for the net charge: +1. The SMILES is C#CCn1cnc(NP(O)Cl)[n+]1C.

Bonds (Å) are listed after each position.
Element x y z (Å)
1 C 3.459 0.169 -2.602  C2 1.327, H14 1.161
2 C 3.194 -0.014 -1.314  C1 1.327, C3 1.633
3 C 2.729 -0.241 0.234  C2 1.633, N4 1.497, H15 1.148, H16 1.157
4 N 1.261 -0.532 0.183  C3 1.497, C5 1.458, N12 1.381
5 C 0.930 -1.919 -0.122  N4 1.458, N6 1.466, H17 1.146
6 N -0.533 -2.000 -0.142  C5 1.466, C7 1.490
7 C -0.948 -0.598 0.149  N6 1.490, N8 1.349, N12 1.447
8 N -2.250 -0.247 0.190  C7 1.349, P9 1.766, H18 1.050
9 P -2.962 1.346 0.463  N8 1.766, O10 1.722, Cl11 2.133
10 O -4.246 1.472 -0.678  P9 1.722, H19 0.997
11 Cl -3.887 1.212 2.381  P9 2.133
12 N 0.170 0.293 0.370  N4 1.381, C7 1.447, C13 1.482
13 C 0.348 1.723 0.720  N12 1.482, H20 1.148, H21 1.167, H22 1.166
14 H 3.249 0.209 -3.744  C1 1.161
15 H 3.031 0.627 0.922  C3 1.148
16 H 3.249 -1.205 0.604  C3 1.157
17 H 1.687 -2.760 -0.305  C5 1.146
18 H -2.928 -1.023 -0.007  N8 1.050
19 H -4.469 0.543 -0.965  O10 0.997
20 H 1.408 2.041 1.024  C13 1.148
21 H -0.348 2.032 1.603  C13 1.167
22 H 0.033 2.407 -0.170  C13 1.166

# 3
A single C6H9ClO molecule in a non-equilibrium geometry, computed with wB97M-V/def2-TZVPD.

The calculation puts the gap between HOMO and LUMO at 10.2 eV. As for the spin multiplicity: 1. The value obtained for the energy above the lowest of the compared OMol25 structures with the same formula, charge and spin is 137.0 kJ/mol. The value obtained for the LUMO energy is 0.8 eV. The SMILES is O[C@H]1CCC=C(Cl)C1.

Bonds (Å) are listed after each position.
Element x y z (Å)
1 O 0.747 1.188 1.400  C2 1.476, H9 1.021
2 C 1.025 0.894 -0.019  O1 1.476, C3 1.500, C8 1.526, H10 1.023
3 C 1.261 -0.588 -0.005  C2 1.500, C4 1.545, H11 1.221, H12 1.108
4 C 0.062 -1.355 0.596  C3 1.545, C5 1.466, H13 1.028, H14 1.143
5 C -1.222 -0.891 0.062  C4 1.466, C6 1.291, H15 1.159
6 C -1.405 0.256 -0.503  C5 1.291, Cl7 1.789, C8 1.538
7 Cl -2.990 0.577 -1.269  C6 1.789
8 C -0.266 1.259 -0.746  C2 1.526, C6 1.538, H16 1.145, H17 1.099
9 H -0.027 0.692 1.843  O1 1.021
10 H 1.771 1.531 -0.310  C2 1.023
11 H 1.224 -1.005 -1.153  C3 1.221
12 H 2.212 -0.764 0.536  C3 1.108
13 H 0.217 -2.357 0.425  C4 1.028
14 H 0.148 -1.164 1.719  C4 1.143
15 H -1.969 -1.752 -0.151  C5 1.159
16 H -0.023 1.260 -1.865  C8 1.145
17 H -0.766 2.219 -0.560  C8 1.099